Record 1
Here is a cluster of 3 separate species, C20H20F6NO6P in total at a distorted geometry from the Open Molecules 2025 dataset. Energies are from the ωB97M-V functional and the def2-TZVPD basis.

Structure (XYZ):
```
54
C20H20F6NO6P | the Open Molecules 2025 dataset | the ωB97M-V functional and the def2-TZVPD basis
C -2.180 1.800 -0.893
C -1.854 1.940 -2.276
C -1.525 1.505 -3.858
C -2.579 1.648 -5.103
C -2.128 1.130 -6.625
C -0.628 0.457 -6.932
C 0.410 0.372 -5.668
C -0.041 0.888 -4.180
C 1.249 0.651 -3.196
O 1.256 0.634 -1.861
N 2.374 0.522 -4.217
P 3.873 -0.067 -3.452
C 4.446 1.208 -2.144
C 3.330 -1.729 -2.591
C 1.949 -0.169 -5.517
O 2.689 -1.009 -6.245
H -2.074 1.728 0.294
H -3.641 2.115 -4.914
H -2.850 1.207 -7.550
H -0.304 0.058 -7.982
H 4.619 2.297 -2.603
H 3.716 1.307 -1.218
H 5.491 0.843 -1.716
H 4.321 -2.329 -2.406
H 2.589 -2.279 -3.347
H 2.718 -1.518 -1.616
C -0.791 -1.328 0.708
C 0.432 -0.748 1.394
O 0.823 -1.571 2.503
C 1.590 -2.667 2.201
O 1.939 -2.966 1.062
C 1.977 -3.419 3.474
F 0.930 -3.570 4.336
F 2.954 -2.775 4.174
F 2.448 -4.675 3.230
H -1.602 -1.476 1.429
H -1.141 -0.663 -0.086
H -0.572 -2.306 0.271
H 0.191 0.239 1.800
H 1.263 -0.613 0.692
C -1.278 0.458 6.585
C -2.557 -0.033 5.934
O -3.240 1.051 5.286
C -2.800 1.376 4.028
O -1.877 0.802 3.457
C -3.645 2.505 3.439
F -3.878 3.510 4.331
F -4.871 2.068 3.031
F -3.068 3.091 2.352
H -1.487 1.291 7.265
H -0.796 -0.346 7.148
H -0.572 0.830 5.836
H -3.234 -0.421 6.703
H -2.365 -0.853 5.232
```

SMILES string = C#Cc1cccc2c1C(=O)N(P(C)C)C2=O.CCOC(=O)C(F)(F)F.CCOC(=O)C(F)(F)F
Energy above the lowest of the compared OMol25 structures with the same formula, charge and spin = 11.762 eV
Max |F| = 9.70 eV/A
E_HOMO = -8.32 eV
Orbital gap = 6.709 eV
LUMO energy = -1.61 eV

Record 2
Here is a structure of composition C20H20GaN2O3Se from the Open Molecules 2025 dataset. Energies are from the ωB97M-V functional and the def2-TZVPD basis.

Structure (XYZ):
```
47
C20H20GaN2O3Se | the Open Molecules 2025 dataset | the ωB97M-V functional and the def2-TZVPD basis
Ga -0.013 0.061 -0.163
C 1.960 -5.245 -4.013
O 1.500 -4.218 -4.897
C 1.092 -3.068 -4.382
C 0.667 -2.105 -5.339
C 0.225 -0.898 -4.924
C 0.167 -0.556 -3.535
C -0.314 0.677 -3.087
C -0.766 1.773 -4.001
O -0.415 0.998 -1.842
C 0.601 -1.539 -2.593
O 0.586 -1.316 -1.305
C 1.063 -2.784 -3.028
H 2.259 -6.069 -4.650
H 1.157 -5.564 -3.348
H 2.814 -4.898 -3.432
H 0.705 -2.367 -6.387
H -0.095 -0.190 -5.673
H -0.686 1.542 -5.055
H -0.173 2.664 -3.788
H -1.805 2.013 -3.766
H 1.374 -3.491 -2.275
Se 0.459 -1.561 1.471
C 0.479 -0.939 3.285
C 0.446 -1.931 4.255
C 0.479 -1.552 5.589
N 0.554 -0.287 5.998
C 0.607 0.649 5.055
C 0.572 0.379 3.694
H 0.388 -2.978 3.986
H 0.442 -2.306 6.367
H 0.687 1.675 5.400
H 0.628 1.185 2.984
N -0.732 2.027 0.328
C -1.041 2.602 1.624
C -0.132 3.452 2.227
C -0.442 4.006 3.461
C -1.649 3.707 4.077
C -2.544 2.838 3.465
C -2.241 2.281 2.233
H -0.066 2.610 -0.172
H -1.562 2.023 -0.258
H 0.810 3.685 1.743
H 0.262 4.675 3.938
H -1.894 4.153 5.031
H -3.481 2.593 3.948
H -2.933 1.597 1.752
```

Energy above the lowest of the compared OMol25 structures with the same formula, charge and spin = 1.451 eV
Max |F| = 0.47 eV/A
E_HOMO = -11.38 eV
Orbital gap = 7.972 eV
Net charge = +1
LUMO energy = -3.41 eV

Record 3
Here is the molecule C20H20N2O3S from the Open Molecules 2025 dataset. Energies are from the ωB97M-V functional and the def2-TZVPD basis.

Structure (XYZ):
```
46
C20H20N2O3S | the Open Molecules 2025 dataset | the ωB97M-V functional and the def2-TZVPD basis
C -3.959 -1.711 -0.068
C -3.880 -2.818 0.644
C -2.611 -3.433 1.160
H -2.671 -3.567 2.244
H -2.467 -4.412 0.683
O -1.466 -2.628 0.931
C -0.834 -2.791 -0.251
O -1.151 -3.637 -1.057
C 0.255 -1.831 -0.411
C 1.002 -1.749 -1.541
N 1.935 -0.752 -1.688
C 2.318 -0.070 -0.678
N 1.848 -0.271 0.607
C 2.528 -0.038 1.778
O 2.050 -0.308 2.854
C 3.900 0.582 1.612
C 3.818 1.772 0.677
H 3.026 2.462 0.975
H 4.762 2.311 0.622
S 3.482 1.184 -1.019
H 4.594 -0.163 1.215
H 4.247 0.887 2.601
C 0.497 -0.837 0.707
C -0.566 0.229 0.678
C -0.479 1.372 0.000
C -1.502 2.404 -0.090
C -1.210 3.572 -0.798
C -2.144 4.583 -0.920
C -3.393 4.448 -0.337
C -3.698 3.293 0.366
C -2.766 2.282 0.490
H -3.025 1.390 1.040
H -4.672 3.181 0.820
H -4.125 5.235 -0.432
H -1.898 5.478 -1.472
H -0.238 3.683 -1.259
H 0.426 1.597 -0.553
H -1.453 -0.028 1.236
H 0.452 -1.353 1.673
C 0.885 -2.655 -2.716
H -0.134 -2.645 -3.097
H 1.101 -3.681 -2.425
H 1.579 -2.331 -3.486
H -4.765 -3.383 0.902
H -4.903 -1.329 -0.416
H -3.086 -1.141 -0.343
```

SMILES string = C=CCOC(=O)C1=C(C)N=C2SCCC(=O)N2[C@H]1/C=C/c1ccccc1
Energy above the lowest of the compared OMol25 structures with the same formula, charge and spin = 1.428 eV
Max |F| = 0.97 eV/A
E_HOMO = -8.36 eV
Orbital gap = 8.226 eV
LUMO energy = -0.13 eV

Record 4
Here is the molecule C20H20N4 at a distorted geometry from the Open Molecules 2025 dataset. Energies are from the ωB97M-V functional and the def2-TZVPD basis.

Structure (XYZ):
```
44
C20H20N4 | the Open Molecules 2025 dataset | the ωB97M-V functional and the def2-TZVPD basis
N 5.715 3.334 -1.715
C 4.997 2.432 -1.561
N 4.223 0.308 -2.311
N 2.968 1.494 -0.706
C 0.935 -1.346 -1.420
C 0.167 -0.680 -0.465
C 4.001 1.380 -1.527
C 3.307 -0.703 -2.304
C 2.074 0.518 -0.741
C -2.867 -4.707 -1.881
C -2.102 -4.799 -0.704
C -3.065 -3.443 -2.463
C -1.529 -3.646 -0.161
C -2.464 -2.328 -1.913
C 2.177 -0.558 -1.579
C -1.726 -2.407 -0.709
N 0.934 0.413 0.008
C -1.213 -1.136 -0.031
C -1.090 3.229 2.742
C -0.238 2.093 3.384
C -0.484 3.704 1.410
C 0.017 0.935 2.349
C -0.255 2.549 0.421
C 0.638 1.451 1.017
H 0.713 -2.269 -1.912
H 3.495 -1.595 -2.938
H -3.273 -5.596 -2.317
H -1.886 -5.787 -0.299
H -3.690 -3.327 -3.362
H -0.929 -3.742 0.751
H -2.602 -1.378 -2.377
H -1.943 -0.317 -0.196
H -1.149 -1.363 1.031
H -1.127 4.054 3.421
H -2.140 2.843 2.616
H -0.767 1.643 4.244
H 0.676 2.544 3.763
H -1.194 4.376 0.950
H 0.464 4.184 1.609
H 0.683 0.211 2.826
H -0.914 0.388 2.165
H -1.229 2.093 0.123
H 0.130 2.977 -0.512
H 1.563 1.973 1.275
```

SMILES string = N#Cc1ncc2cc(Cc3ccccc3)n(C3CCCCC3)c2n1
Energy above the lowest of the compared OMol25 structures with the same formula, charge and spin = 1.086 eV
Max |F| = 3.76 eV/A
E_HOMO = -8.75 eV
Orbital gap = 8.951 eV
LUMO energy = 0.20 eV